Entry 1:
C3H4N3O2 | the ωB97M-V functional and the def2-TZVPD basis

Calculated values
**Frontier orbital gap**: 6.346 eV
**Maximum force**: 1.3 eV Å⁻¹
**Net charge**: -1

CARTESIAN COORDINATES (ANGSTROEM)
C -0.7048 0.1324 -0.3382
C 0.1432 -2.6307 -1.2005
C 1.5685 -0.4906 -1.0185
N 0.6144 0.1184 -0.1761
N 1.1408 -1.5141 -1.7444
N -1.3384 0.7285 0.6833
O 0.2087 -3.6039 -1.9401
O 2.7210 -0.0407 -0.9862
H 1.0594 0.5884 0.6253
H 1.8614 -1.8920 -2.3588
H -2.3404 0.7795 0.6761
H -0.8794 1.0525 1.5454

Results of the Mulliken charge analysis, in e, for atoms 1 through 2:
1. C -0.45
2. C -0.69

Entry 2:
C6H9F3NO7S2 | the ωB97M-V functional and the def2-TZVPD basis

Calculated values
**Frontier orbital gap**: 8.713 eV
**Maximum force**: 1.9 eV Å⁻¹
**Net charge**: -1

CARTESIAN COORDINATES (ANGSTROEM)
C -2.2346 -1.9216 -4.5509
C -3.1900 -1.4300 -3.8228
S -3.4768 -1.9020 -2.1343
O -2.6935 -3.0320 -1.7987
O -4.8809 -2.0949 -2.0217
N -3.1079 -0.5755 -1.3094
S -1.5325 -0.3815 -1.0617
O -0.6924 -0.7872 -2.1355
O -1.1128 -0.9142 0.1810
O -1.4502 1.2122 -0.9203
H -1.9440 -2.9516 -4.4362
H -1.7631 -1.2617 -5.2572
H -3.8616 -0.6759 -4.2013
H -2.2171 1.5493 -1.4127
C 1.5861 -0.4648 1.3954
C 1.8828 -0.1834 2.8505
O 2.9002 0.8377 3.0162
C 2.5242 2.0892 2.8190
O 1.4311 2.4742 2.5287
C 3.7197 3.0276 3.0585
F 4.8184 2.6139 2.3993
F 4.0292 3.0797 4.3720
F 3.4486 4.2732 2.6554
H 2.5050 -0.7307 0.8673
H 0.8726 -1.2774 1.2997
H 1.1688 0.4060 0.8969
H 2.2867 -1.0762 3.3240
H 0.9841 0.0977 3.3988

Results of the Mulliken charge analysis, in e, for atoms 1 through 2:
1. C -0.38
2. C -0.43

Entry 3:
C3H8N2O2 | the ωB97M-V functional and the def2-TZVPD basis

Calculated values
**Frontier orbital gap**: 10.118 eV
**Maximum force**: 7.0 eV Å⁻¹
**Net charge**: 0

CARTESIAN COORDINATES (ANGSTROEM)
O -1.3763 1.0275 -1.3433
C -0.6827 0.1241 -0.7335
N -1.1758 -0.7336 0.1806
C -0.6283 -0.9809 1.5046
O -0.5883 0.1212 2.5068
C 0.8498 0.3738 -0.6641
N 1.3602 1.2261 -1.7426
H -2.2179 -0.9735 0.0722
H 0.4218 -1.1606 1.1996
H -0.8487 -1.9780 1.9730
H -0.9577 0.9039 1.9772
H 1.1971 -0.7044 -0.7081
H 1.3482 0.6649 0.2839
H 2.3546 1.0540 -1.8603
H 0.9439 1.0356 -2.6460

Results of the Mulliken charge analysis, in e, for atoms 1 through 2:
1. O -0.60
2. C 0.44